# 1
Below is a structure of composition C12H19BrIN4OTb at a distorted geometry, with properties calculated with ωB97M-V/def2-TZVPD.

Each line ends with the Löwdin charge.
CARTESIAN COORDINATES (ANGSTROEM)
Tb: -1.17285 0.77240 -3.01608  0.49
I: -1.27918 3.41412 -4.12563  -0.06
Br: -2.90258 -1.02606 -2.29464  0.00
O: 1.43995 0.79992 -2.11918  -0.17
N: 0.21583 1.76004 0.72131  -0.14
N: 0.01065 -2.13062 -0.81339  -0.11
N: -1.61021 1.37458 -0.38624  -0.18
N: 1.37233 -1.18996 0.64211  -0.09
C: 0.97719 -2.42014 1.16040  -0.09
C: -0.84077 2.03837 1.56658  -0.09
C: 0.01031 -1.41145 -4.37494  -0.31
C: -0.20922 1.29024 -0.46682  -0.27
C: -2.50162 2.07061 -1.31713  -0.31
C: 2.55869 -0.51734 1.15192  -0.05
C: 1.52778 2.31892 0.95837  -0.07
C: 0.06544 -2.93153 0.30334  -0.09
C: -1.95087 1.63230 0.94466  -0.11
C: -0.04573 -2.69824 -2.13106  -0.19
C: 0.74090 -0.99603 -0.52765  -0.20
C: 0.64906 0.24988 -1.25032  -0.52
H: 2.98190 0.15256 0.39010  0.09
H: 1.46373 -2.92466 1.98390  0.09
H: 2.15507 2.13016 0.09263  0.08
H: 1.07098 -1.51290 -4.58002  -0.05
H: 0.07938 -1.82625 -2.88722  -0.05
H: -2.96475 1.60876 1.33034  0.09
H: -0.39758 -0.51356 -4.84030  -0.13
H: -0.66748 2.55109 2.51244  0.10
H: 3.25616 -1.34698 1.38257  0.07
H: 0.73994 -3.44823 -2.23784  0.07
H: -1.93447 2.81614 -1.92742  -0.12
H: -3.34369 2.60493 -0.83838  0.10
H: -0.61816 -2.24092 -4.78910  -0.03
H: -0.51534 -3.84352 0.34435  0.10
H: 2.32047 0.01079 2.08732  0.07
H: 1.94665 1.88461 1.86519  0.05
H: -1.01657 -3.13894 -2.31488  0.03
H: -3.04642 1.32820 -1.96308  -0.07
H: 1.37677 3.38886 1.13938  0.07

Atoms 1-6, force components in eV/Å:
Tb 3.0678 -0.9865 -1.5172
I 0.1291 2.0849 -1.6864
Br -2.1089 -2.0553 0.4477
O 0.4599 -0.6415 -0.4562
N 1.7377 0.9792 2.6483
N -0.4991 -0.2077 1.4418

The spin multiplicity is 7. As for the total energy: -4458.70764 hartree. The value obtained for the HOMO energy (alpha / beta) is 1.47 / 1.74 eV. The calculation puts the orbital gap (alpha / beta) at 3.4 / 3.0 eV. The net charge is -2. Its expectation value of S² is 12.711.


# 2
Below is a structure of composition C12H19ClIrN2O2SbSe4, with properties calculated with ωB97M-V/def2-TZVPD.

Each line ends with the Löwdin charge.
CARTESIAN COORDINATES (ANGSTROEM)
Ir: 0.30909 0.10613 -0.03991  0.63
Sb: 3.64885 1.28691 0.30691  -0.30
Se: 2.47505 -0.94142 0.56354  0.02
Se: 3.75168 2.45652 2.44332  -0.31
Se: 5.64514 1.31175 -1.05777  -0.34
Se: 1.55133 2.05006 -0.92389  0.03
Cl: -3.33223 1.31737 -6.07462  0.57
O: -2.75497 -1.50222 -0.16003  -0.06
O: -0.71220 -1.60803 0.77838  -0.20
N: 0.40765 1.10639 2.00735  -0.13
N: -1.57499 1.02056 -0.51887  -0.11
C: -0.95928 1.17661 -4.74212  -0.12
C: -1.50075 2.55688 1.47558  -0.20
C: -1.90539 -1.99428 0.60656  -0.70
C: -2.31798 -3.20046 1.44545  -0.02
C: -2.31080 1.58235 0.62262  -0.24
C: -2.23873 0.66020 -4.86160  -0.69
C: -0.10335 0.65385 -3.78467  -0.07
C: -2.66944 -0.36404 -4.03947  -0.13
C: -0.70516 1.86973 2.57525  -0.26
C: -1.79818 -0.87694 -3.08742  -0.07
C: 0.40966 -0.90779 -1.86894  -0.36
C: -0.49523 -0.38703 -2.93036  -0.31
H: -0.63664 1.98089 -5.39083  0.09
H: -2.65472 -3.99904 0.78290  0.07
H: -3.67455 -0.75387 -4.13800  0.09
H: 1.44359 -0.88542 -2.21883  0.02
H: -2.61372 0.72923 1.23102  0.10
H: -1.49551 -3.55170 2.06434  0.07
H: -3.16468 -2.91899 2.07431  0.07
H: 0.89209 1.06608 -3.67275  0.08
H: 0.14699 -1.95068 -1.65900  0.05
H: -3.23163 2.05993 0.26796  0.11
H: -2.14310 -1.65926 -2.42040  0.10
H: 0.82514 0.46614 2.67413  0.06
H: -0.32140 2.61734 3.27963  0.11
H: -0.81180 3.13262 0.84922  0.09
H: -1.35964 1.19161 3.12998  0.11
H: -2.19345 3.26552 1.93955  0.10
H: -1.45283 1.71600 -1.24908  0.08
H: -2.14099 0.24831 -0.87589  0.05
H: 1.16687 1.75785 1.79309  -0.08

Atoms 1-6, force components in eV/Å:
Ir 0.0523 -0.0810 0.1013
Sb -0.1255 -0.0608 -0.1909
Se 0.0843 -0.0400 0.1064
Se -0.0044 0.0461 0.0904
Se 0.0212 -0.0094 0.0391
Se 0.0069 0.0302 -0.0051

The spin multiplicity is 1. As for the total energy: -11139.41708 hartree. The value obtained for the HOMO energy is -1.41 eV. The calculation puts the orbital gap at 5.5 eV. The net charge is -2. The calculation puts the relative energy (zero: lowest compared OMol25 entry of this formula, charge and spin) at 0.0 kcal/mol.


# 3
Below is an isolated molecule of C12H19I at a distorted geometry, with properties calculated with ωB97M-V/def2-TZVPD.

Each line ends with the Löwdin charge.
CARTESIAN COORDINATES (ANGSTROEM)
I: -4.17182 0.17994 -0.08080  0.82
C: -2.06248 -1.99701 -0.23385  -0.16
C: -0.75537 2.69524 -0.19683  -0.05
C: 0.29516 -0.61137 0.62635  -0.17
C: -0.74146 -2.79882 -0.15619  -0.14
C: -1.44466 0.59323 2.07039  -0.03
C: 1.97803 0.85405 -1.06612  -0.17
C: 3.31842 0.01598 -0.84349  -0.08
C: 0.44192 -1.76071 -0.38719  -0.16
C: -1.14304 0.16458 0.60175  -0.43
C: -0.49748 1.18096 -0.37629  -0.29
C: 0.91897 0.73749 0.09198  -0.24
C: -2.20384 -0.73017 0.02532  -0.63
H: 0.79963 -0.85952 1.58324  0.14
H: 1.50801 0.38787 -2.09441  0.15
H: -0.47235 -3.27377 0.71066  0.07
H: -0.74121 -3.50753 -1.08504  0.14
H: 1.33353 -2.33087 -0.21918  0.09
H: 3.14422 -1.00067 -0.81010  0.02
H: -0.17849 3.36563 -0.94867  0.11
H: 1.12537 1.39710 0.98184  0.15
H: -0.46142 2.97774 0.79883  0.05
H: -1.78851 2.91458 -0.37425  0.05
H: 4.04837 0.21924 -1.64476  0.07
H: -2.57623 0.32325 2.22184  0.06
H: 0.41612 -1.40264 -1.48774  0.14
H: -1.28632 1.61957 2.18685  0.04
H: -3.10016 -2.54472 -0.23958  0.11
H: 3.67892 0.41045 0.08595  0.06
H: -0.68279 0.86963 -1.42410  0.15
H: -0.95103 0.07755 2.86830  0.07
H: 2.25199 1.83375 -1.18474  0.06

Atoms 1-6, force components in eV/Å:
I 0.6702 -0.3088 -0.1363
C -2.0570 -3.3172 1.1205
C 0.9322 -0.0432 -1.7482
C 1.1466 0.9363 -1.2898
C -0.1236 2.4314 -5.0472
C -3.3073 -1.5347 -1.2434

The spin multiplicity is 1. As for the total energy: -766.23454 hartree. The value obtained for the HOMO energy is -8.86 eV. Its SMILES is CC[C@H]1[C@H](C)[C@@]2(C)C(I)=CCC[C@@H]12. The calculation puts the orbital gap at 9.4 eV. The calculation puts the relative energy (zero: lowest compared OMol25 entry of this formula, charge and spin) at 2.5 kcal/mol.


# 4
Below is an isolated molecule of C12H19N at a distorted geometry, with properties calculated with ωB97M-V/def2-TZVPD.

Each line ends with the Löwdin charge.
CARTESIAN COORDINATES (ANGSTROEM)
N: -1.34433 -1.29286 -0.10348  -0.12
C: -0.14573 1.38231 -0.69836  -0.29
C: 2.33929 0.98060 -0.01810  -0.45
C: -0.27494 -1.24503 0.67664  -0.11
C: -1.50186 1.04114 -0.38605  -0.07
C: -3.57623 -0.39165 -0.10441  -0.04
C: -2.14519 -0.07833 -0.26823  -0.28
C: 2.70689 1.09528 1.44226  -0.10
C: 0.02356 2.71906 -1.49820  -0.05
C: 0.87438 0.85199 -0.05781  0.04
C: 0.30549 -1.86266 1.68394  -0.01
C: -1.96557 -2.57596 -0.41483  -0.05
C: 2.96716 -0.32581 -0.50899  -0.09
H: 3.81902 1.14135 1.64434  0.09
H: -1.28293 -3.35870 -0.14311  0.08
H: -4.06270 0.61469 -0.05212  0.10
H: 2.69798 1.80406 -0.63769  0.14
H: -0.02054 -2.85526 2.04506  0.05
H: 2.63254 -1.23707 0.04500  0.07
H: 4.04257 -0.32997 -0.18329  0.08
H: -2.21470 1.81385 -0.31657  0.10
H: -2.31972 -2.73530 -1.50581  0.12
H: 1.23678 -1.53428 2.15127  0.03
H: -3.94182 -0.84245 -1.03980  0.10
H: 2.32302 2.04627 1.88421  0.09
H: -1.03104 3.27899 -1.68816  0.12
H: 0.76918 3.27926 -0.91214  0.06
H: 0.45967 2.48238 -2.54821  0.09
H: 2.74877 -0.55877 -1.60715  0.10
H: -3.69200 -0.92603 0.79134  0.07
H: 2.35230 0.24922 2.01436  0.05
H: -2.77929 -2.63030 0.31409  0.08

Atoms 1-6, force components in eV/Å:
N -0.4530 0.0400 -1.3144
C 0.4180 1.8001 0.1853
C -0.2609 -1.5404 0.2742
C 2.1185 3.3663 -0.0946
C -1.0959 1.1253 -0.7475
C -0.3359 3.1749 -1.7400

The spin multiplicity is 1. As for the total energy: -523.15670 hartree. The value obtained for the HOMO energy (alpha / beta) is -7.02 / -7.14 eV. The calculation puts the orbital gap (alpha / beta) at 7.7 / 7.9 eV. The calculation puts the relative energy (zero: lowest compared OMol25 entry of this formula, charge and spin) at 159.1 kcal/mol.


# 5
Below is a structure of composition C12H19N6O4PS2 at a distorted geometry, with properties calculated with ωB97M-V/def2-TZVPD.

Each line ends with the Löwdin charge.
CARTESIAN COORDINATES (ANGSTROEM)
S: -5.06552 4.53267 0.24446  0.88
S: -1.26672 3.16667 -0.35639  0.83
P: 0.75069 4.20946 1.30364  0.77
O: -1.87168 2.60539 1.05888  -0.40
O: 1.16251 5.64621 0.63623  -0.28
O: -1.34582 2.05192 -1.26248  -0.39
O: 0.32548 3.18743 0.04529  -0.56
N: 2.09822 -6.03270 0.70746  0.13
N: 0.83366 0.56801 2.91096  0.14
N: -6.77816 4.66163 1.60325  -0.03
N: 1.52305 -2.06565 -1.99303  0.14
N: -2.97191 3.41596 1.58510  -0.01
N: 4.21526 -4.73704 -3.80581  0.13
C: 4.71234 -3.70445 -3.75237  -0.27
C: 2.35640 3.48945 1.68142  -0.24
C: 3.43646 -7.12229 -1.24175  -0.06
C: 0.93107 -2.96287 -1.59683  -0.28
C: 5.32071 -2.38758 -3.66689  -0.07
C: -8.84809 5.11036 3.11008  -0.04
C: 0.49488 0.12234 1.90843  -0.28
C: -7.69051 4.86052 2.27208  -0.18
C: 2.68727 -6.52550 -0.14650  -0.27
C: -3.80155 3.79937 0.73343  -0.77
C: 0.22216 -4.15020 -1.15356  -0.06
C: 0.06852 -0.44200 0.63828  -0.06
H: -8.87991 6.16399 3.37969  0.09
H: 2.72954 3.89045 2.61355  0.04
H: 5.75863 -2.24865 -2.68082  0.08
H: 3.48684 -6.42581 -2.07958  0.04
H: -9.75505 4.84692 2.56983  0.09
H: -8.78041 4.50831 4.01395  0.09
H: -0.46653 -3.91068 -0.34629  0.08
H: 6.09819 -2.28932 -4.42175  0.08
H: 2.94800 -8.03915 -1.56555  0.08
H: 4.56114 -1.62522 -3.82883  0.08
H: 0.88035 -0.99704 0.17743  0.05
H: 0.62549 6.32778 1.04414  0.04
H: 4.44697 -7.35344 -0.91124  0.09
H: 2.18771 2.41931 1.73794  0.01
H: 0.95895 -4.87410 -0.80529  0.02
H: -0.33640 -4.57295 -1.98707  0.09
H: -0.24406 0.35365 -0.03567  0.05
H: -0.77198 -1.11521 0.80278  0.09
H: 3.05380 3.64405 0.85939  0.05

Atoms 1-6, force components in eV/Å:
S 1.5302 -0.6558 -2.0948
S 0.0859 0.1587 -0.2705
P -0.8413 0.1979 1.7581
O -0.1241 0.4458 0.2761
O 0.5465 -0.2138 -0.5597
O 0.0137 -0.1175 -0.2115

The spin multiplicity is 1. As for the total energy: -2235.72164 hartree. The value obtained for the HOMO energy is -8.49 eV. The calculation puts the orbital gap at 8.6 eV. The calculation puts the relative energy (zero: lowest compared OMol25 entry of this formula, charge and spin) at 0.0 kcal/mol.


# 6
Below is a cluster of 2 separate species, C12H19NO2 in total at a distorted geometry, with properties calculated with ωB97M-V/def2-TZVPD.

Each line ends with the Löwdin charge.
CARTESIAN COORDINATES (ANGSTROEM)
O: 1.58357 0.78527 -1.50917  0.01
O: -3.11153 1.45300 0.91902  0.06
N: -2.16996 0.35229 -0.85818  -0.17
C: -2.97801 -1.09362 0.97293  0.00
C: -2.85370 0.33108 0.44738  -0.44
C: 4.38527 -0.90935 2.95380  -0.04
C: 3.51500 -0.20667 1.89592  -0.29
C: 2.15562 0.58396 -0.27956  -0.30
C: 2.17945 -0.05694 1.91945  -0.10
C: -1.78519 1.66023 -1.30566  -0.16
C: -2.91544 -1.33276 -2.66635  -0.05
C: 4.26903 0.47163 0.87560  -0.01
C: -3.27686 0.11294 -1.86800  -0.19
C: 3.53696 0.86947 -0.21682  -0.01
C: 1.38111 0.26430 0.84675  -0.01
H: 3.99881 1.13510 -1.11663  0.10
H: -2.57609 -1.88732 0.18817  0.11
H: -3.17567 -0.99959 -3.70534  0.06
H: 0.30765 0.20813 0.97363  0.10
H: 5.24753 0.55265 1.02854  0.07
H: -0.98973 1.61852 -2.12130  0.10
H: 3.86749 -1.28626 3.76628  0.03
H: -2.38846 -1.25015 1.89201  0.09
H: -2.64921 2.21468 -1.55721  0.07
H: -1.71597 -1.51631 -2.33725  0.14
H: -3.46966 -2.10071 -2.35904  -0.03
H: -1.03076 2.12704 -0.60867  0.11
H: -4.07470 -1.31459 0.95348  0.09
H: 4.60016 -1.87948 2.42567  0.10
H: -4.22598 0.11304 -1.46164  0.08
H: -3.17740 0.94886 -2.78979  0.16
H: 1.79898 -0.40629 2.94331  0.14
H: 0.57995 0.68767 -1.54758  0.09
H: 5.15771 -0.24981 3.30622  0.07

Atoms 1-6, force components in eV/Å:
O -1.5667 0.0203 -0.6738
O -0.0206 -3.6464 0.2117
N -2.2475 -0.1147 -0.6826
C -0.4014 -1.2467 -2.0418
C 1.8216 3.4264 -0.8684
C -1.0461 -0.4702 -2.6819

The spin multiplicity is 1. As for the total energy: -673.71570 hartree. The value obtained for the HOMO energy is -8.04 eV. Its SMILES is CCN(C)C(C)=O.Cc1ccc(O)cc1. The calculation puts the orbital gap at 8.8 eV. The calculation puts the relative energy (zero: lowest compared OMol25 entry of this formula, charge and spin) at 105.7 kcal/mol.